C27H47B2CdF4Ge2N4O4 | ωB97M-V/def2-TZVPD

The geometry in ORCA input format:
```
! wB97M-V def2-TZVPD RIJCOSX def2/J DEFGRID3
* xyz -1 1
Cd 0.8549 -0.9012 0.0670
C 5.2124 -2.4397 0.5205
C 4.0903 -2.0897 -0.4087
N 3.7743 -0.9091 -0.7858
O 4.4667 0.0990 -0.2587
B 4.0359 1.4621 -0.7278
F 4.6312 2.3648 0.1321
F 4.4593 1.6191 -2.0660
O 2.5575 1.7378 -0.6685
N 1.8226 0.8277 -1.3817
C 1.5460 1.1447 -2.5856
C 1.8630 2.4640 -3.2123
C 0.9894 0.0280 -3.4299
N 0.8004 -1.0565 -2.8025
O 0.4341 -2.1321 -3.6089
B 0.5000 -3.3517 -2.9756
F -0.1248 -4.3432 -3.6165
F -1.6135 -1.8556 -1.6125
O 1.2437 -3.7654 -1.8931
N 2.0047 -2.7964 -1.2048
C 3.2188 -3.1418 -1.0030
C 3.7973 -4.4893 -1.3000
C 0.8181 0.2334 -4.9022
H 5.7193 -1.5270 0.8206
H 4.8363 -2.9425 1.4161
H 5.9319 -3.1065 0.0394
H 2.3579 3.0956 -2.4833
H 2.5184 2.3466 -4.0769
H 0.9378 2.9419 -3.5502
H 3.0960 -5.1059 -1.8503
H 4.7261 -4.3906 -1.8638
H 4.0387 -4.9850 -0.3565
H 0.2168 1.1253 -5.0867
H 1.7918 0.3879 -5.3729
H 0.3369 -0.6268 -5.3538
C 2.7516 0.2493 4.9354
Ge 1.4258 -0.5412 3.7143
C 1.0863 -2.3417 4.4336
C -0.1562 0.6001 3.9694
C 2.0669 -0.6607 1.9061
H 2.3187 0.3540 5.9346
H 3.0531 1.2374 4.5801
H 3.6454 -0.3753 5.0059
H 0.7297 -2.3044 5.4667
H 2.0265 -2.8996 4.4167
H 0.3599 -2.8911 3.8331
H -0.5626 0.4638 4.9754
H -0.9493 0.3979 3.2494
H 0.1472 1.6461 3.8642
H 2.8099 -1.4683 1.8935
H 2.6244 0.2597 1.6919
C -5.7281 2.6142 -3.0319
C -4.6363 1.5798 -2.7802
C -3.2474 2.2023 -2.6735
C -2.1559 1.1795 -2.3411
Ge -2.1228 0.5920 -0.4641
C -1.0424 1.8574 0.5816
C -1.8248 3.0569 1.1146
C -0.9683 3.9965 1.9561
C -1.7486 5.1937 2.4881
H -6.7154 2.1518 -3.0976
H -5.5487 3.1544 -3.9655
H -5.7578 3.3507 -2.2240
H -4.6280 0.8443 -3.5913
H -4.8556 1.0279 -1.8632
H -3.2726 2.9977 -1.9194
H -3.0158 2.6953 -3.6258
H -1.1671 1.6024 -2.5371
H -2.2499 0.2932 -2.9760
H -3.5717 0.6799 0.1027
H -0.2050 2.1957 -0.0387
H -0.5927 1.3092 1.4157
H -2.6716 2.7065 1.7164
H -2.2604 3.6243 0.2820
H -0.1190 4.3401 1.3573
H -0.5433 3.4302 2.7904
H -2.1851 5.7709 1.6679
H -1.1117 5.8651 3.0672
H -2.5681 4.8685 3.1350
C -1.3682 -1.2244 -0.3199
C -2.1528 -2.0304 0.6632
C -1.7087 -2.1973 1.9720
C -2.4663 -2.8836 2.9153
C -3.6737 -3.4599 2.5538
C -4.1179 -3.3317 1.2406
C -3.3768 -2.6174 0.3128
H -0.7457 -1.7893 2.2434
H -2.0931 -2.9863 3.9281
H -4.2584 -4.0111 3.2804
H -5.0567 -3.7830 0.9415
H -3.7350 -2.5140 -0.7044
*
```

For the energy relative to the best compared isomer or geometry (same formula, charge and spin), the calculation gives 2.522 eV. The value obtained for the LUMO energy is 2.44 eV.

C20H43BF5IN18O10S2 | ωB97M-V/def2-TZVPD

The geometry in ORCA input format:
```
! wB97M-V def2-TZVPD RIJCOSX def2/J DEFGRID3
* xyz 0 1
O -5.7921 2.8634 0.3888
B -4.5703 2.5959 -0.1540
O -3.4612 2.7148 0.6526
C -4.4516 2.1096 -1.6642
C -4.6752 0.6154 -1.6813
C -6.0515 0.1339 -1.8137
S -7.3657 1.2977 -2.0655
C -6.3379 -1.2105 -1.7755
I -8.2971 -1.9445 -1.8951
C -5.2797 -2.1488 -1.6407
N -5.3931 -3.4744 -1.5869
S -3.8988 -4.0387 -1.3980
N -3.0656 -2.6721 -1.3763
C -3.9458 -1.6768 -1.5224
C -3.6352 -0.2818 -1.5545
C -2.1730 0.0968 -1.4487
C -1.5581 0.5790 -2.7684
C -1.5862 -0.4739 -3.8859
C -0.4315 -1.4428 -3.8970
F -0.2421 -2.0254 -2.7009
F -0.7185 -2.4513 -4.7711
C 0.9032 -0.8609 -4.3923
F 0.8648 -0.6509 -5.6943
F 1.9110 -1.6900 -4.1189
F 1.1921 0.2968 -3.8004
H -5.7705 2.8702 1.3508
H -2.6635 2.6605 0.1140
H -5.1818 2.6051 -2.2933
H -3.4679 2.3805 -2.0346
H -7.2931 2.0232 -0.9404
H -1.6293 -0.7842 -1.1238
H -2.0520 0.8347 -0.6616
H -0.5657 0.9611 -2.5528
H -2.1259 1.4297 -3.1313
H -2.4831 -1.0782 -3.7692
H -1.6571 0.0029 -4.8601
C 5.0275 -0.9729 -1.6706
O 4.9134 -0.0691 -0.8509
N 6.2352 -1.5382 -1.9746
N 3.9545 -1.4817 -2.3298
H 6.3495 -2.2756 -2.6484
H 7.0436 -1.1820 -1.4975
H 3.0644 -1.0689 -2.1313
H 4.0061 -2.2352 -2.9943
C 4.9010 -5.2464 -1.8133
O 4.7191 -4.8685 -2.9614
N 5.2264 -4.3653 -0.8247
N 4.7961 -6.5568 -1.4447
H 5.3901 -4.6127 0.1316
H 5.2915 -3.4102 -1.1260
H 4.5574 -7.2167 -2.1608
H 4.9412 -6.8827 -0.5090
C 10.1469 0.5293 0.2091
O 11.0132 1.0392 -0.4732
N 10.4341 -0.3101 1.2544
N 8.8119 0.7485 -0.0080
H 9.7364 -0.7384 1.8308
H 11.4019 -0.4915 1.4413
H 8.5642 1.3616 -0.7624
H 8.0828 0.3394 0.5454
C 1.3740 2.5433 -0.5523
O 0.3432 2.9961 -1.0343
N 2.0809 3.1862 0.4147
N 1.8917 1.3432 -0.9573
H 2.9217 2.8197 0.8165
H 1.7291 4.0651 0.7531
H 1.3833 0.8544 -1.6666
H 2.7355 0.9341 -0.5913
C -9.2094 -0.1986 1.9848
O -8.3803 0.1853 1.1820
N -8.8916 -1.0159 3.0367
N -10.5294 0.1517 1.8975
H -9.5599 -1.3463 3.7055
H -7.9337 -1.2969 3.1232
H -10.7942 0.7451 1.1341
H -11.2299 -0.1549 2.5442
C -1.5720 0.2226 2.7012
O -0.7283 0.6730 1.9383
N -1.2636 -0.6914 3.6645
N -2.8798 0.6131 2.6221
H -1.9355 -1.0849 4.2936
H -0.2976 -0.9706 3.7270
H -3.0880 1.2900 1.9017
H -3.6049 0.2681 3.2205
C 0.9852 5.7539 3.4166
O 1.6622 5.0702 2.6686
N 0.5987 5.3166 4.6516
N 0.5586 7.0074 3.0778
H 0.0405 5.8580 5.2824
H 0.8910 4.3967 4.9230
H 0.8242 7.3529 2.1750
H -0.0006 7.5838 3.6760
C 2.7209 -1.5775 3.9077
O 1.6007 -1.4532 4.3725
N 3.8202 -1.7705 4.6979
N 2.9600 -1.5224 2.5656
H 4.7498 -1.8690 4.3396
H 3.6712 -1.8094 5.6882
H 2.1709 -1.3633 1.9650
H 3.8711 -1.6103 2.1598
*
```

The value obtained for the LUMO energy is -0.25 eV.

no.,frontier orbital gap (eV)
1,7.1475
2,7.6802